The following is a quantum chemistry calculation of C3H4N2O2 in the gas phase, from OMol25.

The value obtained for the lowest unoccupied orbital energy is 0.463 eV. The total charge is 0. The energy comes out at -376.635160 a.u. For the HOMO energy, the calculation gives -9.14 eV.

```
11
Properties=species:S:1:pos:R:3:nbo_charge:R:1
O -0.260 -2.056 -1.099 -0.651
C -0.063 -0.892 -0.483 0.656
N -0.856 0.090 -0.364 -0.530
C -0.101 0.996 0.507 0.094
O -0.336 2.337 0.266 -0.677
C 1.328 0.531 0.660 0.127
N 1.190 -0.692 0.137 -0.616
H -1.152 -2.023 -1.478 0.509
H -1.289 2.414 0.117 0.479
H -0.357 0.712 1.557 0.189
H 1.895 -1.417 0.181 0.420
```